Entry from the OMol25 dataset: the ion C5H8IN2O with charge +1 in a non-equilibrium geometry (ωB97M-V/def2-TZVPD).

## Properties
maximum force	0.0953	Eh/bohr
E_HOMO	-12.939	eV
structure (SMILES)	C[C@@H](C#[N+]N)CC(=O)I
total energy	-677.41001	a.u.
energy relative to the best compared isomer or geometry (same formula, charge and spin)	182.43	kJ/mol

Geometry as ORCA input:
```
! wB97M-V def2-TZVPD RIJCOSX def2/J DEFGRID3
* xyz 1 1
C -0.079 1.351 -1.100
C 0.201 0.580 0.203
C -0.517 -0.725 0.189
N -0.959 -1.795 0.220
N -1.718 -2.793 -0.027
C 1.571 0.404 0.843
C 2.454 -0.414 -0.022
O 2.006 -1.348 -0.578
I 4.523 -0.131 0.028
H -1.119 1.725 -0.983
H 0.081 0.738 -1.941
H 0.683 2.026 -1.239
H -0.270 1.131 1.057
H -2.560 -2.974 0.598
H -1.415 -3.570 -0.607
H 1.508 -0.016 1.803
H 2.105 1.459 0.898
*
```

Entry from the OMol25 dataset: a structure of composition C5H8LiO3Sm in a non-equilibrium geometry (ωB97M-V/def2-TZVPD).

## Properties
maximum force	0.1047	Eh/bohr
E_HOMO (alpha / beta)	-20.031 / -20.041	eV
total energy	-1085.31208	a.u.

Geometry as ORCA input:
```
! wB97M-V def2-TZVPD RIJCOSX def2/J DEFGRID3
* xyz 3 7
C 1.112 1.997 4.097
C 0.997 2.775 3.034
H 0.250 1.550 4.606
H 2.109 1.738 4.485
H 1.650 3.513 2.552
Sm -0.244 1.395 1.116
O -0.996 -2.174 -1.731
Li -2.733 -3.307 -1.843
O -2.812 -1.789 -0.619
C -1.650 -1.418 -0.820
O -1.049 -0.455 -0.287
C 0.358 -1.875 -2.119
C 0.903 -3.048 -2.893
H 0.348 -0.962 -2.731
H 0.946 -1.690 -1.210
H 0.091 -3.650 -3.323
H 1.526 -2.670 -3.715
H 1.525 -3.687 -2.253
*
```

Entry from the OMol25 dataset: a structure of composition C5H8MgO4Rb in a non-equilibrium geometry (ωB97M-V/def2-TZVPD).

## Properties
maximum force	0.0414	Eh/bohr
E_HOMO	-11.579	eV
total energy	-720.26618	a.u.

Geometry as ORCA input:
```
! wB97M-V def2-TZVPD RIJCOSX def2/J DEFGRID3
* xyz 1 1
C -0.554 -2.565 -1.797
C 0.852 -2.330 -1.275
O 0.939 -1.340 -0.297
Rb 3.618 -0.208 -0.266
H -0.581 -3.450 -2.448
H -1.256 -2.745 -0.967
H -0.873 -1.705 -2.408
H 1.500 -2.002 -2.159
O 1.022 1.112 0.686
C -1.924 0.896 1.430
C 0.783 2.308 0.848
O -3.081 0.613 1.667
O -1.714 2.276 1.339
C -0.463 2.892 1.412
Mg -0.367 -0.456 0.762
H 1.647 2.996 0.907
H -0.562 3.879 0.932
H -0.186 3.110 2.465
H 1.201 -3.280 -0.831
*
```

Entry from the OMol25 dataset: the ion C5H8N with charge +1 in a non-equilibrium geometry (ωB97M-V/def2-TZVPD).

## Properties
maximum force	0.1034	Eh/bohr
E_HOMO	-14.982	eV
structure (SMILES)	C=C=[N+]1C[C@H]1C
total energy	-249.64374	a.u.
energy relative to the best compared isomer or geometry (same formula, charge and spin)	476.27	kJ/mol

Geometry as ORCA input:
```
! wB97M-V def2-TZVPD RIJCOSX def2/J DEFGRID3
* xyz 1 1
C -1.629 2.115 -0.362
C -1.215 1.076 0.302
N -0.556 0.040 0.452
C 0.261 -0.677 1.498
C 0.852 -0.473 0.222
C 0.985 -1.346 -0.883
H -1.014 2.930 -0.685
H -2.512 2.467 -0.975
H 0.610 -0.271 2.363
H -0.221 -1.741 1.620
H 1.465 0.443 0.072
H 0.424 -2.388 -0.769
H 0.491 -0.813 -1.674
H 2.061 -1.362 -1.181
*
```

Entry from the OMol25 dataset: the ion C5H8N with charge +1 in a non-equilibrium geometry (ωB97M-V/def2-TZVPD).

## Properties
maximum force	0.0858	Eh/bohr
E_HOMO	-15.165	eV
structure (SMILES)	C=C1C/[N+]1=C/C
total energy	-249.68451	a.u.
energy relative to the best compared isomer or geometry (same formula, charge and spin)	369.22	kJ/mol

Geometry as ORCA input:
```
! wB97M-V def2-TZVPD RIJCOSX def2/J DEFGRID3
* xyz 1 1
C -2.126 -0.307 0.828
C -1.325 0.482 0.222
C -0.896 1.763 -0.457
N 0.056 0.748 -0.178
C 1.064 0.137 -0.616
C 1.631 -1.021 -0.062
H -3.226 -0.233 0.573
H -1.905 -1.190 1.249
H -1.230 1.820 -1.454
H -0.775 2.698 0.109
H 1.499 0.640 -1.424
H 2.537 -0.619 0.251
H 1.781 -1.817 -0.796
H 1.140 -1.577 0.734
*
```

Entry from the OMol25 dataset: a cluster of 2 separate species, C5H8N in total in a non-equilibrium geometry (ωB97M-V/def2-TZVPD).

## Properties
maximum force	0.1264	Eh/bohr
E_HOMO (alpha / beta)	-13.489 / -13.496	eV
total energy	-249.55646	a.u.
energy relative to the best compared isomer or geometry (same formula, charge and spin)	705.42	kJ/mol

Geometry as ORCA input:
```
! wB97M-V def2-TZVPD RIJCOSX def2/J DEFGRID3
* xyz 1 1
C -0.374 -2.481 1.938
C -0.481 -1.554 1.158
C 2.079 1.039 -0.096
C 0.715 1.108 -0.092
C -0.107 0.002 -0.581
N -1.521 0.326 -0.823
H -0.708 -3.107 2.718
H 2.615 1.852 0.344
H 2.616 0.243 -0.563
H 0.041 1.899 0.218
H 0.436 -0.754 -1.174
H -1.860 1.119 -0.295
H -2.003 -0.516 -0.913
H -1.449 0.824 -1.839
*
```

Entry from the OMol25 dataset: a structure of composition C5H8N in a non-equilibrium geometry (ωB97M-V/def2-TZVPD).

## Properties
maximum force	0.1017	Eh/bohr
E_HOMO	-15.612	eV
total energy	-249.67464	a.u.
energy relative to the best compared isomer or geometry (same formula, charge and spin)	395.14	kJ/mol

Geometry as ORCA input:
```
! wB97M-V def2-TZVPD RIJCOSX def2/J DEFGRID3
* xyz 1 1
C 0.876 0.615 0.010
C -0.742 0.460 1.371
C -0.602 -0.061 -0.021
C 2.040 0.637 -0.780
C -1.419 -0.199 -1.191
N 0.350 1.352 0.928
H -1.728 0.986 1.574
H -0.363 -0.252 2.156
H 1.926 -0.018 -1.658
H 2.928 0.429 -0.291
H 2.107 1.592 -1.100
H -1.459 0.662 -1.813
H -2.505 -0.418 -1.050
H -1.047 -0.974 -1.878
*
```

Entry from the OMol25 dataset: the ion C5H8N with charge +1 in a non-equilibrium geometry (ωB97M-V/def2-TZVPD).

## Properties
maximum force	0.0836	Eh/bohr
E_HOMO	-14.579	eV
structure (SMILES)	C#CC/C=[NH+]/C
total energy	-249.70560	a.u.
energy relative to the best compared isomer or geometry (same formula, charge and spin)	313.87	kJ/mol

Geometry as ORCA input:
```
! wB97M-V def2-TZVPD RIJCOSX def2/J DEFGRID3
* xyz 1 1
C -2.866 1.005 -0.160
C -2.080 0.082 -0.094
C -1.098 -1.025 0.178
C 0.320 -0.884 0.151
N 0.876 0.274 -0.028
C 2.257 0.667 -0.051
H -3.681 1.659 -0.363
H -1.392 -1.526 1.269
H -1.186 -1.930 -0.520
H 0.686 -1.880 0.210
H 0.220 1.072 -0.217
H 2.402 1.521 0.577
H 2.994 -0.114 0.170
H 2.548 1.079 -1.123
*
```

Entry from the OMol25 dataset: the ion C5H8N with charge +1 in a non-equilibrium geometry (ωB97M-V/def2-TZVPD).

## Properties
maximum force	0.1147	Eh/bohr
E_HOMO	-15.332	eV
total energy	-249.66446	a.u.
energy relative to the best compared isomer or geometry (same formula, charge and spin)	421.87	kJ/mol

Geometry as ORCA input:
```
! wB97M-V def2-TZVPD RIJCOSX def2/J DEFGRID3
* xyz 1 1
C 1.044 -1.118 -0.076
C -0.372 -0.835 -0.100
C 1.760 1.130 -0.041
C 2.146 -0.194 0.176
C -2.344 0.355 -0.011
N -0.992 0.179 0.395
H 1.406 -2.076 -0.160
H -0.902 -1.653 -0.559
H 2.396 1.903 0.360
H 0.887 1.440 -0.527
H 3.111 -0.660 0.528
H -2.261 1.493 -0.237
H -2.809 -0.232 -0.715
H -3.069 0.267 0.967
*
```

Entry from the OMol25 dataset: the ion C5H8N with charge +1 in a non-equilibrium geometry (ωB97M-V/def2-TZVPD).

## Properties
maximum force	0.0801	Eh/bohr
E_HOMO	-15.624	eV
structure (SMILES)	C[N@+]12C[C@]13C[C@@H]32
total energy	-249.60631	a.u.
energy relative to the best compared isomer or geometry (same formula, charge and spin)	574.54	kJ/mol

Geometry as ORCA input:
```
! wB97M-V def2-TZVPD RIJCOSX def2/J DEFGRID3
* xyz 1 1
C 1.491 0.326 -0.717
N 0.349 -0.398 -0.211
C -0.820 -1.090 -0.840
C -1.135 -0.073 0.134
C -0.906 1.047 1.073
C -0.222 -0.267 1.278
H 1.436 0.450 -1.831
H 1.709 1.244 -0.241
H 2.417 -0.403 -0.488
H -1.060 -2.184 -0.701
H -0.924 -0.813 -1.918
H -1.712 1.453 1.728
H -0.375 1.838 0.786
H -0.250 -1.131 1.948
*
```

Entry from the OMol25 dataset: the ion C5H8N with charge +1 in a non-equilibrium geometry (ωB97M-V/def2-TZVPD).

## Properties
maximum force	0.1235	Eh/bohr
E_HOMO	-15.653	eV
structure (SMILES)	C=C1C/[N+]1=C/C
total energy	-249.67571	a.u.
energy relative to the best compared isomer or geometry (same formula, charge and spin)	392.33	kJ/mol

Geometry as ORCA input:
```
! wB97M-V def2-TZVPD RIJCOSX def2/J DEFGRID3
* xyz 1 1
C 2.229 -1.137 -0.014
C 1.451 -0.094 -0.057
C 1.110 1.338 0.026
N -0.072 0.524 0.096
C -1.287 0.549 0.024
C -2.165 -0.665 0.063
H 3.302 -1.010 -0.148
H 1.861 -2.085 -0.086
H 1.492 1.777 0.889
H 1.000 2.029 -0.820
H -1.748 1.490 -0.171
H -1.585 -1.651 0.291
H -2.572 -0.583 -0.943
H -3.015 -0.482 0.849
*
```

Entry from the OMol25 dataset: the ion C5H8N with charge +1 in a non-equilibrium geometry (ωB97M-V/def2-TZVPD).

## Properties
maximum force	0.0811	Eh/bohr
E_HOMO (alpha / beta)	-13.914 / -13.913	eV
total energy	-249.59242	a.u.
energy relative to the best compared isomer or geometry (same formula, charge and spin)	611.01	kJ/mol

Geometry as ORCA input:
```
! wB97M-V def2-TZVPD RIJCOSX def2/J DEFGRID3
* xyz 1 1
C 1.221 0.397 0.012
C -0.760 1.628 -0.129
C -0.908 0.294 0.685
C 2.530 -0.214 0.141
C -1.902 -0.674 0.291
N 0.456 1.158 -0.553
H -1.580 1.634 -0.817
H -0.765 2.589 0.539
H 2.736 -1.242 0.515
H 3.077 0.367 0.951
H 2.940 0.039 -0.784
H -1.633 -1.572 0.721
H -2.221 -0.820 -0.684
H -2.593 -0.373 1.101
*
```